# 1
Below is a structure of composition C32H23F6N7O4PPdS, with properties calculated with ωB97M-V/def2-TZVPD.

Positions of all 75 atoms, in Å:
Pd: -0.92 0.15 0.33
S: 0.70 -0.50 1.78
P: 1.70 2.23 -1.07
F: 1.54 3.81 -0.97
F: 0.42 2.15 -2.07
F: 2.73 2.31 -2.26
F: 0.56 2.13 0.21
F: 1.73 0.61 -1.08
F: 2.83 2.23 0.06
O: -0.92 1.60 -5.72
O: -3.36 2.60 -0.09
O: -2.23 0.95 -1.14
O: -1.45 3.41 -6.78
N: 2.12 1.87 4.26
N: -1.35 1.48 1.89
N: -0.59 -1.29 -1.15
N: -1.47 2.68 -5.82
N: -0.36 1.79 2.80
N: -2.03 -1.63 1.13
N: 1.56 0.88 3.78
C: -2.79 2.90 3.22
C: -1.77 -2.72 0.37
C: -0.80 -3.62 -1.69
C: -0.14 -3.36 -2.91
C: -2.18 -4.00 0.75
C: -2.51 2.05 2.09
C: 2.04 3.76 2.66
C: -1.90 -5.11 -0.12
C: -3.07 -3.01 2.76
C: 2.66 5.92 3.52
C: -1.02 -2.54 -0.84
C: -5.19 2.80 2.65
C: -2.63 -1.77 2.30
C: -3.79 3.91 -2.50
C: -2.91 2.83 -2.40
C: 2.66 4.05 5.01
C: -3.60 1.78 1.07
C: -2.79 2.05 -1.17
C: -3.90 4.59 -3.70
C: -4.06 3.24 3.48
C: -1.25 -4.92 -1.29
C: -2.85 -4.12 1.98
C: 2.85 5.39 4.80
C: 0.57 0.91 2.78
C: -2.15 2.42 -3.49
C: 0.24 -2.09 -3.23
C: -3.13 4.20 -4.79
C: -4.98 2.13 1.53
C: 0.01 -1.06 -2.31
C: 2.27 5.10 2.46
C: 2.22 3.25 3.95
C: -2.28 3.12 -4.66
H: -1.05 -5.76 -1.94
H: -3.57 -3.08 3.71
H: 0.05 -4.18 -3.59
H: -1.97 3.21 3.85
H: 2.70 1.61 5.06
H: -5.79 1.83 0.88
H: -1.47 1.59 -3.42
H: 2.84 6.97 3.35
H: 0.73 -1.86 -4.16
H: 2.83 3.61 5.99
H: 0.34 -0.04 -2.50
H: -3.18 4.72 -5.74
H: -2.23 -6.09 0.18
H: -3.18 -5.10 2.31
H: -6.19 3.06 2.97
H: 3.17 6.03 5.61
H: -2.79 -0.87 2.88
H: -4.58 5.43 -3.79
H: -4.39 4.21 -1.65
H: 2.17 5.51 1.46
H: 1.77 3.13 1.83
H: -4.27 3.85 4.35
H: -3.55 0.73 0.77

Values from the calculation:
total charge: +2
energy above the lowest of the compared OMol25 structures with the same formula, charge and spin: 0.0 kJ/mol
⟨S²⟩: 0.75
multiplicity: 2
strongest force on any atom: 0.01234 Eh/bohr
orbital gap (alpha / beta): 6.50 / 6.39 eV


# 2
Below is a structure of composition C7H11DyN4O5S in a non-equilibrium geometry, with properties calculated with ωB97M-V/def2-TZVPD.

Positions of all 29 atoms, in Å:
Dy: 0.24 0.43 0.48
S: 0.99 -0.43 -1.88
O: 0.48 3.78 -0.07
O: 0.42 1.99 2.11
O: -1.49 1.71 -0.31
O: -2.90 3.35 -0.79
O: 2.27 1.57 0.89
N: -0.63 -1.89 0.61
N: 0.09 -2.56 -0.37
N: 1.37 -4.13 -1.32
N: 1.80 -2.90 -1.67
C: -1.75 2.90 -0.40
C: -0.59 -5.06 -0.10
C: 1.50 3.84 0.97
C: 0.33 -3.94 -0.50
C: 1.45 2.42 1.44
C: -0.82 4.00 0.29
C: 1.01 -1.93 -1.19
H: -1.21 5.00 -0.02
H: -0.43 -2.26 1.56
H: 1.19 4.47 1.74
H: -1.50 -4.83 0.47
H: 0.05 -5.84 0.39
H: 2.68 -2.76 -2.23
H: 2.44 4.05 0.43
H: -1.01 4.06 1.36
H: -3.34 2.57 -1.25
H: -1.67 -2.08 0.42
H: -0.96 -5.53 -1.05

Values from the calculation:
total charge: +2
energy above the lowest of the compared OMol25 structures with the same formula, charge and spin: 167.8 kJ/mol
⟨S²⟩: 8.87
multiplicity: 6
strongest force on any atom: 0.07865 Eh/bohr
orbital gap (alpha / beta): 6.71 / 9.00 eV


# 3
Below is a cluster of 5 separate species, C22H34Cl16O6 in total in a non-equilibrium geometry, with properties calculated with ωB97M-V/def2-TZVPD.

Positions of all 78 atoms, in Å:
Cl: 7.90 0.06 3.00
Cl: 2.68 -7.27 -4.29
Cl: 8.62 5.97 2.91
Cl: 6.91 4.32 1.25
Cl: -0.32 1.59 -1.41
Cl: 1.23 -6.17 -2.05
Cl: 9.51 0.91 0.77
Cl: 8.03 6.76 0.20
Cl: 4.04 -5.61 -2.36
Cl: 10.78 0.16 3.25
Cl: 0.66 4.08 -2.50
Cl: 1.50 1.57 -3.66
Cl: 9.25 2.60 3.10
Cl: 9.75 4.50 0.69
Cl: 2.13 -4.44 -4.18
Cl: -1.22 2.49 -4.00
O: -7.18 2.24 -0.30
O: 4.39 3.06 0.61
O: -6.42 -0.13 0.43
O: -6.60 1.35 3.41
O: -5.81 -0.57 2.49
O: -4.94 1.42 1.94
C: -0.16 -3.17 -0.10
C: 2.79 1.21 0.38
C: -4.97 -2.09 0.91
C: 2.52 -5.87 -3.22
C: -2.58 -3.10 0.84
C: -3.68 -2.32 0.08
C: 3.47 2.45 -0.26
C: -1.19 -2.42 0.79
C: 0.16 2.43 -2.89
C: -6.15 0.23 -0.91
C: 0.70 -2.20 -0.96
C: 2.22 -2.35 -0.76
C: 3.85 4.13 1.37
C: 9.36 0.93 2.53
C: -4.16 0.36 1.39
C: -7.20 1.26 -1.33
C: 2.73 -1.36 0.32
C: 8.33 5.38 1.26
C: -5.89 0.79 2.72
C: -8.59 0.56 -1.31
C: 3.23 -0.06 -0.37
C: -5.32 -0.62 1.12
H: 4.69 4.78 1.64
H: -2.49 -4.12 0.44
H: 2.69 3.14 -0.60
H: -5.17 0.70 -1.05
H: -5.81 -2.63 0.48
H: -0.76 -2.42 1.79
H: 0.44 -1.17 -0.73
H: -3.65 -0.11 2.23
H: -6.96 1.69 -2.30
H: -8.47 -0.52 -1.28
H: -3.94 -2.93 -0.79
H: -1.25 -1.37 0.48
H: 4.32 -0.06 -0.40
H: -9.10 0.88 -0.40
H: -2.84 -3.21 1.89
H: 3.99 2.13 -1.16
H: 2.44 -3.37 -0.43
H: 3.06 4.67 0.85
H: 2.79 -0.01 -1.37
H: 0.44 -2.36 -2.01
H: 3.44 3.72 2.30
H: -9.21 0.83 -2.17
H: -6.18 -0.63 -1.59
H: -0.67 -3.86 -0.78
H: 0.48 -3.75 0.56
H: -7.89 2.87 -0.45
H: -4.82 -2.53 1.89
H: 1.90 -1.15 1.00
H: -3.57 0.62 0.52
H: 2.72 -2.17 -1.71
H: -3.28 -1.40 -0.34
H: 1.71 1.34 0.30
H: 3.54 -1.82 0.88
H: 3.07 1.17 1.43

Values from the calculation:
energy above the lowest of the compared OMol25 structures with the same formula, charge and spin: 0.0 kJ/mol
strongest force on any atom: 0.09571 Eh/bohr
orbital gap: 9.54 eV


# 4
Below is a cluster of 2 separate species, C4H6OS in total in a non-equilibrium geometry, with properties calculated with ωB97M-V/def2-TZVPD.

Positions of all 12 atoms, in Å:
S: -1.66 0.34 1.79
O: 2.28 -0.04 1.49
C: -1.92 0.61 0.29
C: 1.10 -0.48 -0.52
C: 1.45 -0.94 0.67
C: -2.01 0.71 -1.01
H: -1.83 1.43 -1.72
H: 1.39 -1.88 1.11
H: -2.78 -0.08 -1.34
H: 2.16 0.81 1.19
H: 0.49 -1.01 -1.27
H: 1.33 0.54 -0.67

Values from the calculation:
energy above the lowest of the compared OMol25 structures with the same formula, charge and spin: 328.6 kJ/mol
strongest force on any atom: 0.10501 Eh/bohr
orbital gap: 8.66 eV


# 5
Below is a cluster of 2 separate species, C2H4O2S2 in total in a non-equilibrium geometry, with properties calculated with ωB97M-V/def2-TZVPD.

Positions of all 10 atoms, in Å:
S: -1.40 1.53 -0.21
S: -2.94 -1.27 0.28
O: -0.55 -0.87 -0.27
O: 0.87 0.38 -0.53
C: -1.59 -0.32 -0.10
C: 1.88 -0.18 0.12
H: 2.86 0.31 -0.18
H: -2.68 1.81 -0.10
H: 1.70 -0.19 1.24
H: 1.85 -1.20 -0.26

Values from the calculation:
energy above the lowest of the compared OMol25 structures with the same formula, charge and spin: 522.5 kJ/mol
strongest force on any atom: 0.12120 Eh/bohr
orbital gap (alpha / beta): 5.68 / 5.71 eV


# 6
Below is a structure of composition C11H24ClIN3OP2Re in a non-equilibrium geometry, with properties calculated with ωB97M-V/def2-TZVPD.

Positions of all 44 atoms, in Å:
Re: -1.76 -1.05 -0.31
I: -3.73 -2.66 0.79
Cl: 0.22 -1.88 -2.00
P: -0.58 -2.50 1.00
P: -0.11 0.72 -0.41
O: -2.93 0.72 1.99
N: 1.13 2.95 0.75
N: 0.64 3.06 -1.66
N: 2.46 1.60 -0.84
C: 0.72 3.80 -0.39
C: -0.53 -4.20 0.39
C: -1.16 -2.54 2.74
C: 1.92 2.42 -1.96
C: 1.73 0.35 -0.62
C: 2.46 2.40 0.42
C: -0.47 2.10 -1.64
C: 0.16 1.91 1.08
C: 1.18 -2.14 1.30
C: -2.51 0.10 1.08
C: -2.65 -0.96 -2.20
H: -2.26 -2.53 2.80
H: 3.16 3.23 0.29
H: 1.28 -1.15 1.76
H: -0.80 -1.65 3.27
H: -1.53 -4.58 0.15
H: 0.52 1.32 1.95
H: 1.47 4.60 -0.49
H: 1.84 -0.33 -1.48
H: -0.83 2.34 1.30
H: 1.80 1.78 -2.85
H: 2.79 1.75 1.24
H: -0.81 -3.47 3.22
H: -3.27 -0.03 -2.29
H: -3.37 -1.82 -2.22
H: 0.06 -4.25 -0.53
H: -1.41 2.62 -1.35
H: 2.16 -0.14 0.27
H: 1.60 -2.89 1.99
H: 2.65 3.22 -2.15
H: 1.73 -2.16 0.36
H: -1.99 -1.15 -3.09
H: -0.63 1.68 -2.64
H: -0.09 -4.85 1.15
H: -0.26 4.25 -0.17

Values from the calculation:
total charge: +3
⟨S²⟩: 3.79
multiplicity: 4
strongest force on any atom: 0.13263 Eh/bohr
orbital gap (alpha / beta): 5.47 / 5.45 eV


# 7
Below is a structure of composition C36H44CoN2Si in a non-equilibrium geometry, with properties calculated with ωB97M-V/def2-TZVPD.

Positions of all 84 atoms, in Å:
Co: 0.25 -1.06 0.27
Si: -0.79 -0.71 -3.96
N: -1.05 0.09 1.00
N: 1.46 0.48 0.66
C: -2.37 -0.30 1.06
C: 1.39 -2.30 -0.67
C: 1.92 1.33 2.85
C: -0.76 -2.82 0.00
C: 0.06 -2.48 -1.08
C: 3.88 3.11 4.31
C: -4.36 0.72 4.79
C: -0.04 1.95 -2.58
C: 2.21 -1.85 -7.44
C: -3.04 -0.04 4.80
C: -2.34 0.13 3.46
C: 1.84 -0.93 -5.21
C: -2.19 0.50 5.96
C: 4.22 1.73 3.74
C: 2.69 -1.54 -6.15
C: 0.09 -2.89 1.16
C: -3.02 -0.29 2.29
C: 3.69 1.07 1.29
C: -0.45 0.69 2.09
C: 1.00 0.98 1.86
C: -4.77 0.35 -6.50
C: -3.87 1.40 -6.33
C: 0.08 -0.81 -6.84
C: -1.07 0.65 3.33
C: -2.65 1.21 -5.62
C: 3.29 1.37 2.60
C: -4.47 -0.89 -5.88
C: 2.78 0.63 0.33
C: 0.44 -0.79 -5.47
C: -3.32 -1.50 5.04
C: -3.28 -1.05 -5.17
C: 1.41 -2.51 0.76
C: 5.68 1.76 3.29
C: -2.31 -0.03 -5.05
C: 4.10 0.71 4.87
C: 0.92 -1.42 -7.81
H: 3.72 -1.82 -5.87
H: 0.14 2.58 -1.79
H: -0.89 -0.44 -7.16
H: 4.78 0.96 5.69
H: 4.74 1.11 1.01
H: 2.22 -1.93 -1.29
H: -5.05 0.36 4.01
H: -3.12 -1.99 -4.66
H: 1.51 1.53 3.82
H: -3.83 -1.64 5.99
H: 2.20 -0.61 -4.22
H: 4.57 3.35 5.12
H: 4.35 -0.29 4.52
H: 0.82 1.17 -2.61
H: -1.83 -3.06 -0.04
H: -1.98 1.57 5.85
H: -2.74 0.35 6.89
H: -0.47 0.99 4.17
H: -0.27 -2.48 -2.14
H: -1.24 -0.04 6.04
H: -4.11 2.36 -6.83
H: 3.09 0.68 5.28
H: 6.33 2.01 4.13
H: 2.23 -2.39 1.41
H: 2.85 -2.43 -8.13
H: 5.85 2.50 2.52
H: 2.86 3.16 4.70
H: -5.68 0.44 -7.10
H: -3.96 -1.94 4.27
H: -0.97 1.33 -2.28
H: -4.22 1.80 4.62
H: -5.13 -1.74 -6.02
H: 3.97 3.90 3.54
H: -0.25 -3.24 2.16
H: -2.82 -0.68 0.16
H: -4.85 0.60 5.75
H: 6.00 0.79 2.91
H: -0.13 2.71 -3.36
H: 3.11 0.34 -0.67
H: -2.40 -2.08 5.06
H: -2.01 2.08 -5.49
H: -1.16 -2.22 -3.49
H: -4.04 -0.66 2.32
H: 0.58 -1.62 -8.84

Values from the calculation:
total charge: +1
energy above the lowest of the compared OMol25 structures with the same formula, charge and spin: 245.8 kJ/mol
⟨S²⟩: 6.02
multiplicity: 5
strongest force on any atom: 0.09988 Eh/bohr
orbital gap (alpha / beta): 5.92 / 6.74 eV


# 8
Below is an isolated molecule of C4H7N3O in a non-equilibrium geometry, with properties calculated with ωB97M-V/def2-TZVPD.

Positions of all 15 atoms, in Å:
O: -2.09 0.12 1.13
N: 0.36 0.73 -1.40
N: -1.28 -1.35 -0.44
N: -0.24 0.75 -0.11
C: -0.29 -1.96 -0.21
C: -1.30 -0.14 0.23
C: 0.13 1.78 0.84
C: 0.80 -2.63 0.03
H: 1.09 1.43 -1.47
H: -0.71 2.46 0.99
H: 0.38 1.30 1.79
H: -0.37 1.00 -2.08
H: 1.00 2.35 0.48
H: 1.76 -2.14 -0.06
H: 0.76 -3.68 0.28

Values from the calculation:
energy above the lowest of the compared OMol25 structures with the same formula, charge and spin: 345.3 kJ/mol
strongest force on any atom: 0.06997 Eh/bohr
orbital gap: 9.48 eV


# 9
Below is a structure of composition H3N3O2 in a non-equilibrium geometry, with properties calculated with ωB97M-V/def2-TZVPD.

Positions of all 8 atoms, in Å:
O: -1.12 1.23 -0.05
O: -2.22 -0.62 0.05
N: -0.09 -0.67 -0.05
N: -1.17 0.06 0.00
N: 1.43 0.25 -0.19
H: 1.22 1.29 -0.27
H: 0.19 -1.68 -0.22
H: 1.76 0.14 0.73

Values from the calculation:
energy above the lowest of the compared OMol25 structures with the same formula, charge and spin: 202.4 kJ/mol
strongest force on any atom: 0.15106 Eh/bohr
orbital gap: 10.76 eV


# 10
Below is a structure of composition C4H6O2 in a non-equilibrium geometry, with properties calculated with ωB97M-V/def2-TZVPD.

Positions of all 12 atoms, in Å:
O: 2.51 0.29 0.88
O: -0.28 0.84 -1.70
C: 0.25 0.51 -0.68
C: -1.73 -0.32 0.88
C: -0.24 -0.13 0.54
C: 2.15 0.29 -0.27
H: -1.85 -1.06 1.68
H: -2.17 0.61 1.26
H: 2.95 0.20 -1.05
H: 0.30 0.35 1.36
H: 0.51 -0.94 0.31
H: -2.36 -0.64 0.04

Values from the calculation:
energy above the lowest of the compared OMol25 structures with the same formula, charge and spin: 265.2 kJ/mol
strongest force on any atom: 0.04219 Eh/bohr
orbital gap: 9.29 eV


# 11
Below is a structure of composition C4H10BCrF3N2O8 in a non-equilibrium geometry, with properties calculated with ωB97M-V/def2-TZVPD.

Positions of all 29 atoms, in Å:
Cr: 4.36 -33.97 6.12
F: 0.75 -32.09 5.41
F: 2.02 -32.38 3.66
F: 0.26 -33.55 4.05
O: 3.11 -34.79 4.82
O: 4.67 -33.43 4.58
O: 4.71 -33.94 7.66
O: 4.50 -32.22 6.77
O: 6.75 -33.12 4.00
O: 2.78 -33.50 6.59
O: 5.99 -33.49 6.02
O: 4.67 -32.14 8.86
N: 5.86 -33.24 4.81
N: 4.66 -32.75 7.87
C: 1.30 -33.03 4.60
C: 3.77 -36.06 2.80
C: 2.07 -34.04 5.53
C: 2.67 -35.33 3.55
B: 4.65 -35.57 6.18
H: 5.45 -34.98 6.59
H: 3.71 -35.27 6.62
H: 3.43 -36.36 1.81
H: 1.88 -36.08 3.63
H: 4.74 -35.58 2.72
H: 3.91 -37.03 3.30
H: 4.67 -35.30 5.13
H: 1.46 -34.78 6.05
H: 2.46 -34.56 2.81
H: 4.77 -36.63 6.36

Values from the calculation:
total charge: -1
energy above the lowest of the compared OMol25 structures with the same formula, charge and spin: 1676.5 kJ/mol
⟨S²⟩: 3.77
multiplicity: 4
strongest force on any atom: 0.34886 Eh/bohr
orbital gap (alpha / beta): 5.51 / 8.83 eV


# 12
Below is a structure of composition C8H18NOS in a non-equilibrium geometry, with properties calculated with ωB97M-V/def2-TZVPD.

Positions of all 29 atoms, in Å:
S: -1.55 0.87 0.90
O: 1.25 2.11 0.35
N: 2.29 0.25 -0.28
C: -0.31 -0.20 0.02
C: -0.43 -0.02 -1.44
C: -0.27 -1.50 0.56
C: 1.26 0.77 0.67
C: -0.36 1.38 -1.97
C: -3.18 0.19 0.58
C: 1.68 0.38 2.11
C: 0.03 -2.67 -0.05
H: -0.81 2.05 -1.31
H: -3.62 0.45 1.61
H: 0.66 1.78 -2.21
H: 0.80 0.74 2.75
H: 2.48 0.99 2.30
H: -0.67 1.43 -2.98
H: 1.92 -0.66 2.41
H: 0.15 -2.88 -1.09
H: -0.40 -1.44 1.58
H: -1.59 -0.14 -1.57
H: 3.24 0.31 0.00
H: -0.06 -3.57 0.59
H: 1.88 -0.67 -0.53
H: -3.19 -0.83 0.36
H: 0.21 -0.67 -2.01
H: 2.43 0.73 -1.15
H: 0.44 2.49 0.64
H: -3.76 0.79 -0.09

Values from the calculation:
total charge: +1
energy above the lowest of the compared OMol25 structures with the same formula, charge and spin: 280.2 kJ/mol
strongest force on any atom: 0.09431 Eh/bohr
orbital gap: 9.14 eV